# 1
This record from OMol25 describes a molecular structure, C7H18B2BaClO2 at a distorted geometry. The level of theory is ωB97M-V with the def2-TZVPD basis set.

```
31
Properties=species:S:1:pos:R:3:forces:R:3
C 1.193 -0.601 2.225 -0.5 -0.4 1.5
C 0.184 0.535 2.295 0.1 0.2 0.0
C 0.009 1.267 0.963 0.0 -0.2 0.0
B -0.832 0.465 -0.231 -0.2 -0.3 0.1
C -1.370 -1.043 0.222 0.1 0.0 -0.2
B -2.261 1.337 -0.671 -0.1 -0.1 0.1
O -2.777 1.209 -1.952 0.5 0.3 -0.4
O -2.982 2.098 0.266 0.4 0.3 0.0
C 0.076 0.314 -1.605 -0.1 -0.3 0.4
Cl 0.391 1.934 -2.349 0.1 0.1 0.0
C 1.435 -0.362 -1.476 0.4 0.0 -0.5
C 1.431 -1.880 -1.608 0.6 -0.2 0.5
H 1.573 -0.832 3.239 0.0 -0.1 -0.1
H 0.813 -1.548 1.808 0.0 0.2 -0.4
H 2.072 -0.309 1.677 -2.0 2.3 0.6
H -0.756 0.111 2.654 0.0 0.0 -0.1
H 0.528 1.214 3.082 0.0 0.0 0.0
H 1.014 1.590 0.620 0.0 0.0 0.1
H -0.501 2.200 1.213 0.0 0.0 -0.1
H -2.065 -0.994 1.067 0.1 0.0 0.0
H -0.615 -1.806 0.489 0.0 0.0 0.1
H -1.938 -1.503 -0.595 0.0 0.0 0.0
H -3.052 2.028 -2.387 -0.4 -0.3 0.3
H -2.932 3.056 0.189 -0.3 -0.1 -0.1
H -0.503 -0.263 -2.330 0.0 0.2 -0.2
H 2.118 0.021 -2.243 0.0 0.0 0.0
H 1.889 -0.017 -0.516 0.0 0.1 0.2
H 0.969 -2.191 -2.544 -0.1 0.0 0.1
H 2.474 -2.262 -1.679 -0.1 -0.1 -0.1
H 0.931 -2.415 -0.794 -0.2 0.1 -0.1
Ba 3.486 -1.352 0.968 1.9 -1.8 -1.9
```
Positions in Å, forces in eV/Å.

Results
Net charge: +1
Kohn-Sham gap, eV: 3.99

***

# 2
This record from OMol25 describes a molecular structure, C6H4AsAuF6N7S4Sb. The level of theory is ωB97M-V with the def2-TZVPD basis set.

```
30
Properties=species:S:1:pos:R:3:forces:R:3
Au -1.687 0.684 -0.891 -0.2 -0.5 0.0
S -1.789 -3.031 -4.366 -0.2 0.2 0.0
Sb -3.003 -1.278 -3.658 0.1 -0.4 0.1
S -3.042 -1.380 -1.272 0.0 0.2 -0.1
S -2.142 2.413 -2.995 0.0 0.2 -0.2
S -1.935 1.299 -4.526 0.0 0.2 0.1
F -0.374 2.997 0.060 -0.3 -0.1 -0.1
As 1.251 2.450 0.349 0.5 0.2 0.3
F 1.049 2.716 2.034 0.0 0.1 0.1
F 0.623 0.804 0.621 -0.2 -0.2 -0.1
F 2.838 1.794 0.606 0.0 0.0 0.0
F 1.390 2.093 -1.334 0.0 -0.1 -0.2
F 1.871 4.035 0.113 0.0 0.0 0.0
N -2.798 1.142 0.820 0.1 0.0 0.0
C -2.323 1.009 1.885 0.0 0.1 0.1
C -1.826 0.814 3.147 0.0 -0.1 0.1
C -1.567 1.901 4.031 0.0 -0.1 -0.1
N -1.388 2.753 4.786 0.0 0.0 0.0
C -1.558 -0.516 3.579 0.0 0.1 0.0
N -1.317 -1.589 3.931 0.0 0.0 0.0
N 2.640 -3.484 -0.765 0.0 0.0 0.0
C 1.972 -2.311 -0.711 0.0 0.3 0.1
N 2.031 -1.591 0.402 -0.1 0.1 0.0
N 1.330 -1.959 -1.803 0.1 -0.3 -0.4
C 0.512 -0.988 -1.965 -0.2 0.0 0.0
N -0.295 -0.196 -2.265 0.3 0.1 0.3
H 2.992 -3.908 0.073 0.0 0.0 0.0
H 2.445 -4.072 -1.556 0.0 0.0 0.0
H 2.509 -1.925 1.219 0.0 0.0 0.0
H 1.591 -0.674 0.453 0.0 0.0 0.0
```
Positions in Å, forces in eV/Å.

Results
2S+1: 4
Expectation value of S²: 3.8123
Net charge: -1
Kohn-Sham gap (spin up / spin down), eV: 6.91 / 5.17

***

# 3
This record from OMol25 describes a molecular structure, C30H26IN4O4Re at a distorted geometry. The level of theory is ωB97M-V with the def2-TZVPD basis set.

```
66
Properties=species:S:1:pos:R:3:forces:R:3
Re 0.261 -0.746 0.936 -0.6 3.1 -2.9
O 1.768 -0.254 -0.305 0.4 -0.5 1.0
C 2.939 0.298 -0.075 -0.2 0.1 -0.4
C 3.556 1.041 -1.097 -0.1 0.0 -0.1
C 4.769 1.643 -0.876 0.1 0.0 0.1
C 5.448 1.510 0.355 0.0 0.1 -0.3
C 4.883 0.754 1.336 -0.1 -0.2 0.1
C 3.620 0.144 1.136 0.3 0.3 0.0
C 3.092 -0.714 2.110 -0.2 -0.4 0.3
N 1.917 -1.267 2.105 -0.1 -0.3 0.6
C 1.653 -2.149 3.263 0.4 0.0 0.0
C 0.310 -2.775 3.079 -0.3 -0.2 -0.1
N -0.577 -1.733 2.565 0.4 -0.5 0.2
C -1.658 -1.476 3.215 0.0 -0.2 0.1
C -2.670 -0.570 2.802 -0.1 0.0 0.3
C -3.744 -0.268 3.667 0.2 -0.1 0.1
C -4.781 0.515 3.245 -0.1 0.1 -0.2
C -4.770 0.993 1.922 0.0 0.0 0.1
C -3.736 0.698 1.063 0.0 0.1 -0.2
C -2.658 -0.083 1.497 0.1 0.1 -0.5
O -1.683 -0.373 0.634 0.1 -0.3 1.2
H 3.027 1.138 -2.037 0.1 0.0 0.0
H 5.217 2.234 -1.666 0.0 0.0 0.0
H 6.406 1.988 0.506 0.0 0.0 0.0
H 5.393 0.612 2.283 0.0 0.0 0.0
H 3.744 -0.968 2.944 0.0 0.0 0.0
H 1.675 -1.554 4.177 0.0 0.1 0.0
H 2.412 -2.925 3.339 0.1 0.1 0.0
H -0.050 -3.190 4.019 -0.1 0.0 0.0
H 0.354 -3.571 2.336 0.0 0.0 -0.1
H -1.818 -2.019 4.143 0.0 -0.1 0.0
H -3.730 -0.665 4.677 0.0 0.0 -0.1
H -5.601 0.754 3.908 0.0 0.0 0.0
H -5.592 1.603 1.569 0.0 0.0 0.0
H -3.720 1.063 0.043 -0.1 0.0 0.0
C 0.414 -4.537 -1.599 0.0 0.0 -0.1
C 0.128 -3.301 -2.404 0.1 -0.3 -0.2
N 0.067 -3.403 -3.717 0.0 0.2 0.0
C -0.196 -2.294 -4.433 0.1 -0.4 0.1
C -0.463 -1.078 -3.865 0.0 0.2 -0.1
C -0.767 0.100 -4.756 0.0 0.1 0.1
O -0.041 1.282 -4.406 -0.1 -0.1 0.0
C -0.406 -0.952 -2.459 -0.3 0.4 0.1
C -0.810 0.368 -1.937 0.0 0.0 -0.3
N -0.316 0.978 -0.939 0.0 -0.3 0.4
C -0.697 2.309 -0.664 0.0 0.0 -0.1
C -1.105 3.185 -1.674 0.0 -0.1 -0.1
C -1.453 4.495 -1.392 0.0 0.0 0.0
C -1.393 4.979 -0.092 0.0 0.0 0.0
C -0.943 4.147 0.922 0.0 0.1 -0.1
C -0.588 2.847 0.613 0.1 -0.2 0.2
I 0.224 1.738 2.200 0.1 -0.2 0.2
C -0.071 -2.078 -1.720 0.1 0.0 0.9
O 0.026 -2.185 -0.380 -0.2 -0.7 -0.1
H 0.561 -5.375 -2.275 0.0 0.0 0.0
H 1.305 -4.405 -0.982 0.0 0.0 0.0
H -0.416 -4.756 -0.924 0.0 0.0 0.0
H -0.202 -2.412 -5.512 0.0 0.0 0.0
H -0.574 -0.182 -5.792 0.0 0.0 0.0
H -1.820 0.376 -4.695 -0.1 0.1 0.0
H 0.889 1.137 -4.608 0.0 0.0 0.0
H -1.615 0.838 -2.507 0.1 0.0 -0.1
H -1.103 2.829 -2.698 0.0 0.1 0.0
H -1.765 5.146 -2.197 0.0 0.0 0.0
H -1.666 6.000 0.137 0.0 0.0 0.0
H -0.859 4.516 1.937 0.0 0.0 -0.1
```
Positions in Å, forces in eV/Å.

Results
2S+1: 2
Expectation value of S²: 0.7569
Net charge: +1
Kohn-Sham gap (spin up / spin down), eV: 6.73 / 7.00
ΔE to the lowest compared entry with this formula, charge and spin, eV: 1.371

***

# 4
This record from OMol25 describes a molecular structure, C52H47Co2N2O5P2 at a distorted geometry. The level of theory is ωB97M-V with the def2-TZVPD basis set.

```
110
Properties=species:S:1:pos:R:3:forces:R:3
C -1.069 -1.720 -6.481 -0.2 -0.1 -0.1
C 0.037 -1.260 -5.574 0.3 0.1 0.2
C 0.930 -0.269 -5.997 -0.1 -0.1 0.2
C 1.951 0.201 -5.168 -0.2 -0.1 0.3
C 2.891 1.252 -5.680 0.2 0.2 -0.3
C 2.056 -0.317 -3.862 -0.3 0.0 -0.1
N 3.037 0.192 -2.945 -1.0 0.2 -0.5
P 2.833 1.587 -1.951 0.9 -0.5 -0.3
H 2.078 0.817 -0.818 1.2 0.6 -0.3
N 4.592 1.561 -1.725 -1.4 1.0 0.3
C 5.501 2.653 -1.442 0.5 0.1 0.0
C 6.065 2.720 -0.158 -0.2 0.4 -0.4
C 5.629 1.752 0.890 0.0 -0.2 0.5
C 7.019 3.694 0.136 -0.1 0.0 -0.1
C 7.453 4.609 -0.823 -0.3 -0.3 -0.1
C 8.454 5.670 -0.458 0.2 0.2 0.0
C 6.935 4.495 -2.116 0.0 0.0 0.4
C 5.991 3.519 -2.449 -0.3 -0.2 0.4
C 5.536 3.418 -3.873 -0.1 0.1 -0.5
C 5.118 0.321 -2.061 0.1 -1.2 -0.4
C 4.244 -0.456 -2.733 1.1 0.2 0.3
C 1.199 -1.342 -3.434 0.0 0.3 -0.5
C 1.355 -1.917 -2.066 -0.1 -0.3 0.4
C 0.201 -1.802 -4.297 0.1 0.2 -0.1
H -1.687 -2.475 -5.985 0.1 0.1 -0.1
H -1.720 -0.885 -6.770 0.1 -0.1 0.1
H -0.674 -2.157 -7.407 -0.1 0.1 0.2
H 0.820 0.156 -6.999 0.1 -0.1 0.3
H 3.926 1.085 -5.361 -0.2 0.0 0.1
H 2.887 1.238 -6.779 0.0 0.1 0.3
H 2.601 2.264 -5.359 0.1 -0.3 0.0
H 6.137 1.989 1.827 -0.1 -0.1 0.0
H 4.549 1.806 1.065 0.1 -0.1 -0.1
H 5.876 0.718 0.624 -0.1 0.1 0.0
H 7.430 3.743 1.145 -0.1 0.0 -0.2
H 8.684 6.308 -1.315 0.0 -0.1 0.1
H 8.080 6.319 0.345 0.0 -0.2 -0.2
H 9.398 5.234 -0.103 -0.2 0.0 -0.1
H 7.285 5.192 -2.882 -0.1 -0.3 0.1
H 6.103 4.129 -4.489 -0.2 -0.2 0.1
H 5.703 2.420 -4.297 -0.1 0.1 0.2
H 4.471 3.651 -3.991 0.1 -0.1 0.1
H 6.156 0.094 -1.842 -0.2 0.0 0.0
H 4.428 -1.442 -3.152 -0.1 0.3 0.1
H 0.497 -2.555 -1.824 0.2 0.0 0.0
H 2.268 -2.522 -1.963 -0.2 0.2 -0.1
H 1.403 -1.129 -1.309 0.1 -0.2 -0.2
H -0.471 -2.592 -3.951 0.2 0.2 -0.1
O 0.191 1.037 5.117 -1.0 2.0 -3.2
C -0.229 1.614 4.194 0.4 -2.1 4.1
Co -0.684 2.559 2.784 -2.8 -1.6 -1.2
C -1.060 4.099 3.534 0.0 4.5 4.1
O -1.266 5.102 4.070 0.3 -2.8 -1.9
C 0.889 2.659 2.018 5.2 0.0 -4.0
O 1.935 2.630 1.509 -3.5 0.2 2.1
C -1.726 1.303 1.539 0.6 -1.5 -1.8
C -1.130 0.038 1.633 2.1 -0.3 -2.8
C -0.030 -0.595 1.113 -1.8 0.8 1.2
C 0.556 -1.753 1.764 0.6 -1.6 0.3
C 1.850 -2.230 1.402 -0.8 0.4 0.2
C 2.426 -3.313 2.059 -0.2 -0.1 0.3
C 1.748 -3.950 3.113 0.1 0.3 -0.2
C 0.471 -3.510 3.478 0.2 -0.1 -0.2
C -0.128 -2.458 2.788 0.3 0.2 -0.2
Co -2.496 0.349 2.866 0.7 1.6 2.4
C -2.260 -0.561 4.370 0.1 -2.9 4.3
O -2.208 -1.066 5.416 0.0 1.6 -3.3
C -3.456 1.615 3.642 -3.3 2.5 1.6
O -4.088 2.410 4.198 1.9 -1.8 -1.4
P -4.230 -0.824 2.216 -0.9 -0.8 -1.1
C -4.693 -2.276 3.232 0.0 0.0 0.3
C -4.692 -3.593 2.744 0.1 0.1 0.2
C -5.002 -4.654 3.600 -0.1 0.2 0.1
C -5.373 -4.404 4.924 0.0 0.2 -0.1
C -5.447 -3.089 5.398 0.1 0.1 -0.3
C -5.098 -2.030 4.557 0.0 -0.3 0.0
C -5.817 0.090 2.073 0.0 0.4 0.0
C -7.048 -0.459 2.474 0.2 0.2 0.0
C -8.221 0.292 2.356 0.2 0.1 -0.1
C -8.183 1.568 1.785 0.2 -0.1 0.0
C -6.969 2.102 1.337 0.1 -0.2 0.1
C -5.786 1.373 1.499 -0.3 -0.1 0.1
C -3.944 -1.499 0.539 0.3 0.0 -0.1
C -4.696 -1.081 -0.570 0.2 -0.1 0.1
C -4.335 -1.508 -1.850 0.3 -0.2 0.2
C -3.232 -2.361 -2.019 -0.1 0.0 0.2
C -2.507 -2.815 -0.909 -0.2 0.0 0.1
C -2.860 -2.380 0.368 0.0 0.3 -0.1
H -2.229 1.693 0.644 0.7 0.6 0.2
H 0.486 -0.152 0.256 -0.1 0.0 0.4
H 2.386 -1.713 0.604 -0.1 -0.2 0.2
H 3.416 -3.664 1.748 -0.4 0.1 0.2
H 2.223 -4.772 3.650 -0.2 0.2 -0.2
H -0.068 -3.998 4.297 0.2 0.2 -0.4
H -1.146 -2.169 3.055 0.5 -0.1 -0.1
H -4.452 -3.797 1.701 0.0 0.1 0.3
H -4.957 -5.680 3.227 -0.1 0.4 0.1
H -5.617 -5.230 5.592 0.1 0.2 -0.2
H -5.768 -2.877 6.420 0.1 -0.1 -0.3
H -5.161 -1.001 4.925 0.1 -0.3 0.0
H -7.091 -1.466 2.892 0.0 0.3 -0.1
H -9.164 -0.129 2.713 0.3 0.2 -0.2
H -9.101 2.145 1.680 0.2 -0.1 0.0
H -6.931 3.088 0.871 -0.1 -0.3 0.2
H -4.835 1.801 1.167 -0.3 -0.1 0.1
H -5.552 -0.419 -0.433 0.3 -0.2 -0.1
H -4.910 -1.171 -2.713 0.2 -0.1 0.2
H -2.941 -2.685 -3.018 -0.1 0.1 0.2
H -1.666 -3.509 -1.023 -0.4 0.4 0.0
H -2.280 -2.699 1.242 -0.2 0.1 -0.4
```
Positions in Å, forces in eV/Å.

Results
Net charge: +1
Kohn-Sham gap, eV: 3.06